# C44H69N3O28

A cluster of 13 separate species, C44H69N3O28 in total in a non-equilibrium geometry (ωB97M-V/def2-TZVPD, the Open Molecules 2025 dataset).

Properties
Calculated total energy ... -108548.014 eV
Frontier orbital gap ... 9.54 eV
E_LUMO ... -0.478 eV
E_HOMO ... -0.3682 Eh

Positions of all 144 atoms, in Å:
O  -3.68  3.82  -3.82
C  -3.47  3.53  -2.67
O  -2.24  3.32  -2.19
C  -1.16  3.67  -3.08
C  -1.09  5.12  -3.46
C  -4.56  3.41  -1.65
H  -1.21  3.03  -3.96
H  -0.29  3.39  -2.49
H  -1.76  5.40  -4.27
H  -0.09  5.30  -3.88
H  -1.24  5.81  -2.63
H  -4.91  4.39  -1.35
H  -4.24  2.88  -0.76
H  -5.41  2.89  -2.09
O  0.97  -0.84  -1.18
C  0.39  -0.18  -0.35
O  0.91  0.76  0.43
C  2.33  1.02  0.34
C  2.57  2.14  1.34
C  -1.08  -0.35  -0.12
H  2.53  1.39  -0.67
H  2.88  0.11  0.57
H  1.99  1.87  2.22
H  2.17  3.08  0.99
H  3.64  2.16  1.54
H  -1.25  -0.81  0.85
H  -1.56  -1.00  -0.84
H  -1.59  0.62  -0.15
C  -0.36  3.35  4.60
C  0.26  3.93  3.34
C  -0.42  3.45  2.06
C  -1.84  3.82  2.05
N  -2.94  4.09  2.09
H  -1.43  3.53  4.70
H  0.16  3.70  5.50
H  -0.23  2.26  4.67
H  1.33  3.71  3.33
H  0.14  5.02  3.40
H  -0.34  2.36  2.00
H  0.01  3.87  1.15
C  -3.08  -0.59  2.69
C  -4.16  -0.26  3.72
C  -4.80  1.13  3.56
C  -5.26  1.40  2.18
N  -5.62  1.60  1.11
H  -3.47  -0.58  1.67
H  -2.84  -1.63  2.93
H  -2.16  -0.01  2.77
H  -3.70  -0.30  4.70
H  -4.93  -1.03  3.68
H  -4.16  1.95  3.87
H  -5.75  1.20  4.10
C  -2.83  -0.53  -5.41
C  -1.96  -0.76  -4.17
C  -0.61  -1.36  -4.50
C  0.26  -0.50  -5.30
N  0.89  0.22  -5.93
H  -3.80  -0.13  -5.15
H  -2.95  -1.52  -5.87
H  -2.25  0.02  -6.14
H  -2.49  -1.38  -3.44
H  -1.83  0.19  -3.65
H  -0.71  -2.34  -4.99
H  -0.06  -1.63  -3.59
C  3.97  -1.71  -1.81
C  4.89  -2.90  -2.09
O  5.86  -2.37  -3.02
C  5.67  -1.05  -3.18
O  6.34  -0.36  -3.86
O  4.65  -0.61  -2.40
H  3.66  -1.60  -0.78
H  3.02  -1.93  -2.31
H  4.35  -3.77  -2.42
H  5.49  -3.13  -1.20
C  1.17  -5.20  3.40
C  0.20  -4.52  4.39
O  -0.48  -3.56  3.56
C  -0.16  -3.73  2.26
O  -0.63  -3.10  1.38
O  0.79  -4.66  2.13
H  1.09  -6.28  3.38
H  2.18  -4.85  3.61
H  0.68  -3.88  5.12
H  -0.50  -5.20  4.88
C  6.32  0.69  0.10
C  7.17  1.92  0.43
O  7.61  1.66  1.78
C  6.88  0.66  2.29
O  6.79  0.41  3.45
O  6.26  -0.05  1.33
H  6.73  0.12  -0.73
H  5.31  0.92  -0.23
H  6.62  2.86  0.33
H  8.06  2.01  -0.19
C  4.28  -2.48  3.96
C  3.66  -1.30  3.18
O  3.58  -1.81  1.84
C  3.82  -3.14  1.81
O  3.75  -3.80  0.84
O  4.17  -3.57  3.03
H  3.69  -2.75  4.83
H  5.31  -2.30  4.26
H  4.37  -0.48  3.20
H  2.68  -0.99  3.52
C  -3.80  -3.54  1.16
C  -5.28  -3.41  1.58
O  -5.98  -4.40  0.83
C  -5.11  -5.06  0.04
O  -5.38  -5.96  -0.67
O  -3.87  -4.52  0.13
H  -3.15  -3.85  1.97
H  -3.45  -2.57  0.83
H  -5.58  -2.40  1.32
H  -5.44  -3.61  2.64
C  -7.22  -0.95  -1.33
C  -6.64  0.23  -2.16
O  -5.25  -0.07  -2.23
C  -4.95  -1.14  -1.49
O  -3.86  -1.61  -1.38
O  -6.06  -1.72  -1.00
H  -7.92  -1.56  -1.91
H  -7.64  -0.58  -0.40
H  -6.75  1.18  -1.63
H  -7.11  0.34  -3.13
C  3.27  6.06  -0.02
C  4.79  6.20  0.24
O  5.29  6.88  -0.88
C  4.36  7.00  -1.84
O  4.52  7.40  -2.93
O  3.18  6.52  -1.39
H  2.67  6.78  0.54
H  2.88  5.05  -0.03
H  5.27  5.24  0.43
H  4.99  6.77  1.15
C  -0.53  -4.65  -1.93
C  0.91  -4.36  -1.44
O  1.68  -4.22  -2.65
C  0.93  -4.59  -3.71
O  1.30  -4.57  -4.83
O  -0.33  -4.88  -3.33
H  -1.10  -3.73  -1.79
H  -0.95  -5.52  -1.43
H  1.39  -5.15  -0.85
H  0.94  -3.38  -0.96

Mulliken atomic charge list, values in e, 6 entries: -0.6053, 0.6061, 0.0182, -0.0951, -1.4736, -0.6186

---

# C9H15NO

An isolated molecule of C9H15NO in a non-equilibrium geometry (ωB97M-V/def2-TZVPD, the Open Molecules 2025 dataset).

Properties
Calculated total energy ... -13111.418 eV
SMILES ... CO[C@H]1CC=C2CCN[C@H]2C1
Frontier orbital gap ... 9.75 eV
E_LUMO ... 1.009 eV
E_HOMO ... -0.3211 Eh

Positions of all 26 atoms, in Å:
O  -0.47  2.19  -0.56
C  -2.19  -1.14  -0.09
C  -1.13  -1.77  0.48
N  1.11  -2.24  0.65
C  -1.34  3.30  -0.21
C  -0.98  -3.14  0.69
C  0.35  -3.34  1.31
C  -2.20  0.37  -0.29
C  0.44  0.03  -0.22
C  0.25  -1.12  0.71
C  -0.73  0.95  0.19
H  -3.13  -1.52  -0.35
H  1.14  -2.49  -0.37
H  -0.94  4.28  -0.41
H  -1.73  3.31  0.82
H  -2.34  3.23  -0.71
H  -1.82  -3.44  1.33
H  -1.12  -3.63  -0.23
H  0.25  -3.18  2.39
H  0.76  -4.31  1.10
H  -2.26  0.60  -1.32
H  -3.06  0.89  0.23
H  0.44  -0.38  -1.24
H  1.46  0.35  0.03
H  0.35  -0.69  1.78
H  -0.63  1.17  1.30

Mulliken atomic charge list, values in e, 6 entries: -0.3992, -0.9658, 0.8765, -0.4690, -0.8259, -0.8927

---

# C26H58Cl8N6O6

A cluster of 10 separate species, C26H58Cl8N6O6 in total in a non-equilibrium geometry (ωB97M-V/def2-TZVPD, the Open Molecules 2025 dataset).

Properties
Calculated total energy ... -149306.444 eV
SMILES ... CN(C)C=O.CN(C)C=O.CN(C)C=O.CN(C)C=O.CN(C)C=O.CN(C)C=O.ClCCCl.ClCCCl.ClCCCl.ClCCCl
Frontier orbital gap ... 8.97 eV
E_LUMO ... 0.187 eV
E_HOMO ... -0.3229 Eh

Positions of all 104 atoms, in Å:
Cl  0.88  -1.95  -3.19
C  2.04  -2.91  -4.22
C  1.97  -4.41  -4.04
Cl  2.01  -4.57  -2.27
H  3.02  -2.64  -3.83
H  1.95  -2.49  -5.22
H  2.73  -5.07  -4.46
H  0.96  -4.65  -4.37
Cl  -4.15  2.17  -4.82
C  -2.84  1.18  -5.49
C  -2.20  1.94  -6.66
Cl  -1.15  3.33  -6.09
H  -3.18  0.18  -5.71
H  -2.12  1.09  -4.68
H  -3.02  2.33  -7.27
H  -1.58  1.26  -7.25
Cl  3.54  -0.48  -0.93
C  4.76  -0.73  0.37
C  5.40  -2.07  0.33
Cl  6.32  -2.16  -1.21
H  4.35  -0.59  1.37
H  5.51  0.05  0.21
H  4.72  -2.92  0.47
H  6.12  -2.05  1.14
Cl  0.57  0.81  0.85
C  0.04  -0.68  -0.08
C  -1.22  -0.38  -0.98
Cl  -1.10  0.94  -2.19
H  -0.22  -1.48  0.62
H  0.88  -1.03  -0.68
H  -2.07  -0.11  -0.36
H  -1.52  -1.34  -1.40
C  2.18  5.18  -1.82
O  1.89  6.36  -1.73
N  1.29  4.14  -1.84
C  1.71  2.74  -1.98
C  -0.15  4.36  -1.53
H  3.22  4.84  -1.86
H  1.01  2.22  -2.63
H  1.75  2.14  -1.07
H  2.74  2.65  -2.31
H  -0.41  5.42  -1.51
H  -0.82  3.93  -2.27
H  -0.27  3.84  -0.58
C  -3.81  -3.87  -1.26
O  -3.72  -2.80  -1.73
N  -2.81  -4.80  -1.28
C  -3.01  -6.12  -0.60
C  -1.48  -4.56  -1.85
H  -4.71  -4.21  -0.73
H  -2.53  -5.93  0.36
H  -2.52  -6.91  -1.15
H  -4.04  -6.47  -0.47
H  -0.76  -4.73  -1.05
H  -1.25  -5.18  -2.72
H  -1.37  -3.53  -2.18
C  3.50  3.28  1.28
O  4.54  3.34  0.78
N  2.73  4.34  1.62
C  1.57  4.19  2.57
C  3.26  5.69  1.56
H  2.94  2.35  1.50
H  0.65  4.55  2.12
H  1.72  4.64  3.55
H  1.35  3.12  2.66
H  3.57  6.05  2.54
H  4.14  5.70  0.92
H  2.52  6.28  1.02
C  -2.44  -3.02  2.68
O  -3.09  -2.15  2.02
N  -1.30  -2.70  3.42
C  -0.41  -3.65  4.13
C  -1.16  -1.29  3.73
H  -2.60  -4.11  2.76
H  -0.79  -3.73  5.14
H  0.66  -3.46  4.12
H  -0.58  -4.63  3.69
H  -0.92  -1.23  4.80
H  -0.26  -0.94  3.23
H  -2.00  -0.64  3.49
C  -5.63  -0.47  0.36
O  -6.20  -0.84  1.39
N  -5.63  0.81  -0.10
C  -4.86  1.10  -1.29
C  -6.35  1.92  0.46
H  -5.04  -1.07  -0.35
H  -5.52  1.14  -2.16
H  -4.16  0.30  -1.51
H  -4.21  1.97  -1.21
H  -5.87  2.76  0.97
H  -6.98  2.36  -0.31
H  -6.99  1.45  1.19
C  4.31  -0.26  4.72
O  4.43  -1.49  4.45
N  3.19  0.44  4.67
C  1.87  -0.06  4.24
C  3.25  1.86  4.95
H  5.16  0.42  4.92
H  1.07  0.25  4.92
H  1.84  -1.14  4.06
H  1.64  0.36  3.27
H  2.44  2.20  5.60
H  4.17  2.38  5.20
H  2.95  2.33  4.02

Mulliken atomic charge list, values in e, 6 entries: 0.0400, -0.7848, -0.2890, -0.1795, 0.2810, 0.3787

---

# C3H5NO2

A cluster of 2 separate species, C3H5NO2 in total in a non-equilibrium geometry (ωB97M-V/def2-TZVPD, the Open Molecules 2025 dataset).

Properties
Calculated total energy ... -8774.087 eV
SMILES ... N#CCC=O.O
Frontier orbital gap ... 10.62 eV
E_LUMO ... 0.066 eV
E_HOMO ... -0.3879 Eh

Positions of all 11 atoms, in Å:
O  -0.87  -1.61  -0.43
C  -0.90  -0.58  0.23
C  0.31  0.05  0.70
O  0.57  0.28  -1.63
C  0.39  1.46  1.04
N  0.45  2.56  1.39
H  0.09  -0.56  -1.54
H  -1.81  -0.02  0.50
H  -0.37  -0.66  1.58
H  1.27  -0.44  0.52
H  1.47  0.03  -1.86

Mulliken atomic charge list, values in e, 6 entries: -0.6098, -0.0689, -0.1252, -0.6796, 0.2731, -0.3663

---

# C40H102N6O16

A cluster of 8 separate species, C40H102N6O16 in total in a non-equilibrium geometry (ωB97M-V/def2-TZVPD, the Open Molecules 2025 dataset).

Properties
Calculated total energy ... -84818.549 eV
SMILES ... COCCNCCOC.COCCNCCOC.COCCNCCOC.COCCNCCOC.COCCNCCOC.COCCNCCOC.OCCO.OCCO
Frontier orbital gap ... 8.65 eV
E_LUMO ... 0.605 eV
E_HOMO ... -0.2958 Eh

Positions of all 164 atoms, in Å:
C  10.69  3.16  18.55
C  12.23  3.00  18.21
O  12.95  4.24  18.22
O  9.80  3.59  17.51
H  10.53  3.70  19.49
H  10.26  2.18  18.79
H  12.23  2.52  17.22
H  12.82  2.28  18.77
H  12.84  4.68  17.38
H  10.01  4.51  17.38
C  6.54  5.19  14.09
C  7.21  4.08  14.93
O  7.15  4.36  16.27
O  7.10  6.42  14.37
H  5.49  5.20  14.40
H  6.50  4.97  13.02
H  8.23  3.93  14.57
H  6.69  3.15  14.69
H  7.87  3.89  16.69
H  6.91  6.64  15.28
C  3.75  15.30  6.36
O  3.50  14.17  7.10
C  4.49  13.26  7.44
C  3.91  12.04  8.23
N  4.66  10.89  8.58
C  5.59  11.18  9.66
C  6.41  9.96  10.11
O  6.70  10.20  11.50
C  7.29  9.05  12.18
H  3.96  16.09  7.09
H  2.90  15.70  5.80
H  4.43  15.12  5.54
H  5.22  13.87  7.97
H  4.93  12.93  6.50
H  3.04  11.72  7.65
H  3.52  12.41  9.17
H  5.21  10.74  7.75
H  4.89  11.36  10.49
H  6.28  12.01  9.48
H  7.23  9.77  9.42
H  5.73  9.13  9.94
H  7.63  9.30  13.19
H  8.29  8.82  11.81
H  6.78  8.09  12.34
C  12.34  -2.35  17.32
O  11.57  -1.60  16.44
C  11.86  -1.81  15.12
C  10.92  -0.90  14.25
N  11.08  0.53  14.69
C  9.73  1.10  15.12
C  9.00  0.53  16.32
O  8.29  -0.62  15.88
C  7.94  -1.43  16.94
H  13.31  -1.90  17.53
H  12.45  -3.36  16.93
H  11.62  -2.43  18.13
H  11.59  -2.86  14.99
H  12.90  -1.65  14.86
H  9.92  -1.33  14.15
H  11.46  -1.00  13.31
H  11.79  0.58  15.41
H  9.02  1.17  14.30
H  10.06  2.10  15.40
H  8.23  1.19  16.72
H  9.71  0.43  17.14
H  7.13  -2.04  16.52
H  7.71  -0.93  17.88
H  8.90  -1.92  17.12
C  14.43  5.72  15.30
O  13.11  6.02  15.70
C  12.10  5.23  15.06
C  10.75  5.92  15.27
N  10.67  6.42  16.64
C  9.40  7.02  16.99
C  9.60  7.83  18.23
O  10.36  8.97  17.77
C  10.64  9.90  18.83
H  14.67  5.65  14.24
H  14.56  4.71  15.69
H  15.20  6.35  15.74
H  12.14  4.17  15.28
H  12.18  5.32  13.98
H  9.95  5.21  15.06
H  10.83  6.70  14.51
H  11.41  7.10  16.73
H  8.59  6.29  16.92
H  9.19  7.58  16.08
H  10.11  7.28  19.03
H  8.71  8.23  18.72
H  9.82  10.61  18.90
H  11.49  10.49  18.49
H  10.74  9.45  19.82
C  5.28  2.06  17.92
O  5.39  2.42  19.30
C  6.38  3.42  19.56
C  6.35  3.67  21.02
N  6.96  2.68  21.98
C  7.26  1.30  21.51
C  7.69  0.38  22.79
O  9.03  0.48  23.22
C  9.38  -0.19  24.35
H  6.27  1.73  17.61
H  4.99  2.89  17.28
H  4.49  1.35  17.68
H  6.38  4.27  18.88
H  7.43  3.20  19.34
H  5.39  4.09  21.34
H  7.01  4.52  21.19
H  7.56  3.11  22.66
H  8.10  1.40  20.82
H  6.31  0.96  21.08
H  7.44  -0.63  22.49
H  6.93  0.66  23.52
H  10.45  -0.39  24.45
H  8.81  -1.11  24.35
H  8.94  0.44  25.12
C  -1.16  13.03  18.15
O  -0.14  14.04  18.04
C  0.59  14.11  19.32
C  1.38  12.87  19.67
N  2.37  12.46  18.60
C  2.86  11.09  18.75
C  4.34  10.92  18.45
O  4.49  9.78  17.59
C  5.76  9.71  17.00
H  -1.09  11.95  18.30
H  -1.84  13.31  17.35
H  -1.68  13.53  18.97
H  -0.17  14.44  20.03
H  1.31  14.93  19.26
H  0.80  11.99  19.94
H  1.84  13.19  20.60
H  2.13  12.93  17.74
H  2.19  10.50  18.13
H  2.59  10.77  19.76
H  4.97  10.99  19.34
H  4.60  11.81  17.88
H  6.35  9.01  17.58
H  6.34  10.63  16.91
H  5.67  9.26  16.01
C  6.17  5.91  10.39
O  5.58  4.64  10.76
C  4.97  3.98  9.70
C  4.54  2.53  9.98
N  5.67  1.61  9.97
C  5.34  0.24  10.28
C  6.55  -0.72  10.25
O  7.49  -0.30  11.30
C  7.18  -0.56  12.69
H  7.15  5.61  10.02
H  6.21  6.62  11.22
H  5.53  6.35  9.62
H  5.65  3.84  8.85
H  4.15  4.58  9.32
H  3.87  2.11  9.23
H  4.07  2.38  10.95
H  6.30  1.89  10.71
H  4.78  -0.01  9.38
H  4.66  0.12  11.12
H  7.27  -0.52  9.45
H  6.26  -1.76  10.32
H  6.31  0.02  12.99
H  7.94  -0.11  13.33
H  6.96  -1.57  13.04

Mulliken atomic charge list, values in e, 6 entries: -0.6588, -0.5789, -0.6120, 0.8002, 0.5170, 0.3109